1.
This record from the OMol25 dataset describes a cluster of 2 separate species, C6H13N2O in total. The level of theory is ωB97M-V/def2-TZVPD.

Each line ends with the natural charge from an NBO analysis.
Geometry (Å):
C (1.15, -0.09, -2.61)  -0.421
C (1.02, -1.25, -1.66)  -0.433
C (0.41, 1.24, 2.24)  -0.133
C (0.20, -0.02, -1.54)  -0.095
C (-0.69, 1.01, 1.31)  0.677
C (-1.37, -1.31, 1.27)  -0.407
N (-1.66, 0.08, 1.08)  -0.607
N (0.42, 0.94, -0.43)  -0.712
O (-0.55, 2.26, 1.74)  -0.391
H (2.21, 0.34, -2.51)  0.240
H (0.77, -0.20, -3.62)  0.246
H (0.57, -2.14, -2.07)  0.246
H (1.94, -1.32, -1.03)  0.224
H (0.13, 1.02, 3.21)  0.214
H (1.49, 1.24, 2.00)  0.219
H (-0.82, -0.11, -1.61)  0.227
H (-1.33, -1.54, 2.36)  0.213
H (-2.26, -1.80, 0.69)  0.236
H (-0.47, -1.51, 0.81)  0.213
H (-2.66, 0.29, 1.23)  0.435
H (1.39, 0.97, -0.07)  0.394
H (0.11, 1.90, -0.77)  0.415

As for the multiplicity: 1. Its energy relative to the best compared isomer or geometry (same formula, charge and spin) is 455.1 kJ/mol. As for the net charge: +1.



2.
This record from the OMol25 dataset describes a structure of composition C6H13N2O. The level of theory is ωB97M-V/def2-TZVPD.

Each line ends with the natural charge from an NBO analysis.
Geometry (Å):
C (1.00, -0.90, 0.74)  -0.407
C (-0.58, -1.02, 1.05)  -0.443
C (-1.92, 1.20, 1.07)  -0.347
C (1.34, 0.57, 0.47)  -0.225
C (-1.48, 0.07, 0.45)  -0.051
C (-1.63, -0.45, -1.05)  0.680
N (-0.59, -0.31, -1.79)  -0.778
N (1.38, 0.90, -0.99)  -0.773
O (-2.74, -0.96, -1.44)  -0.628
H (1.49, -1.17, 1.58)  0.232
H (1.25, -1.71, -0.07)  0.227
H (-0.84, -1.95, 0.76)  0.219
H (-0.95, -0.95, 2.10)  0.238
H (-1.73, 1.27, 2.14)  0.231
H (-2.63, 1.84, 0.61)  0.229
H (0.64, 1.31, 0.75)  0.215
H (2.27, 0.78, 0.86)  0.208
H (-0.64, -0.79, -2.68)  0.389
H (0.23, 0.61, -1.63)  0.449
H (1.49, 1.88, -1.11)  0.405
H (2.08, 0.28, -1.36)  0.399
H (-2.95, -1.22, -2.34)  0.529

As for the multiplicity: 1. Its energy relative to the best compared isomer or geometry (same formula, charge and spin) is 280.0 kJ/mol. As for the net charge: +1.



3.
This record from the OMol25 dataset describes a cluster of 2 separate species, C6H13N2O2S in total. The level of theory is ωB97M-V/def2-TZVPD.

Each line ends with the natural charge from an NBO analysis.
Geometry (Å):
C (1.17, 1.76, 0.29)  0.646
C (-0.96, -0.10, -1.06)  -0.630
C (-1.85, 1.49, 0.60)  -0.589
C (-1.52, -0.94, 1.13)  -0.593
C (0.44, 0.63, 0.82)  -0.222
C (-0.94, 0.26, 0.41)  -0.144
N (2.38, -1.90, -1.92)  -0.632
N (1.40, -1.90, -0.94)  -0.398
O (2.44, 1.84, 0.70)  -0.730
O (0.84, 2.50, -0.68)  -0.694
S (1.21, -0.24, 2.14)  -0.381
H (-1.96, -0.37, -1.47)  0.176
H (-0.69, 0.80, -1.71)  0.218
H (-0.26, -0.92, -1.35)  0.248
H (-2.90, 1.21, 0.58)  0.181
H (-1.62, 1.78, 1.59)  0.200
H (-1.61, 2.25, -0.05)  0.227
H (-2.51, -1.20, 0.78)  0.187
H (-0.91, -1.82, 1.03)  0.217
H (-1.52, -0.75, 2.17)  0.211
H (3.34, -1.58, -1.67)  0.365
H (1.90, -1.57, -2.76)  0.369
H (1.81, -2.37, -0.11)  0.311
H (2.33, 1.14, 1.47)  0.458

As for the multiplicity: 1. Its energy relative to the best compared isomer or geometry (same formula, charge and spin) is 140.9 kJ/mol. As for the net charge: -1.



4.
This record from the OMol25 dataset describes the ion C6H13N2O2S with charge +1. The level of theory is ωB97M-V/def2-TZVPD.

Each line ends with the natural charge from an NBO analysis.
Geometry (Å):
C (2.34, -0.69, 0.77)  -0.618
C (0.95, -0.96, 0.26)  -0.506
C (0.40, 0.11, -0.65)  0.583
N (0.55, 1.35, -0.30)  -0.508
C (-0.45, 2.08, -1.04)  -0.245
C (-0.72, 1.28, -2.24)  -0.241
N (-0.31, -0.04, -1.83)  -0.535
S (-0.13, -1.01, 1.78)  2.137
C (-1.90, -1.33, 1.31)  -0.810
O (0.44, -1.89, 2.74)  -0.868
O (-0.16, 0.40, 2.08)  -0.998
H (3.10, -1.39, 0.37)  0.258
H (2.65, 0.24, 0.49)  0.224
H (2.25, -0.82, 1.82)  0.259
H (0.88, -1.97, -0.15)  0.265
H (0.74, 1.51, 0.67)  0.468
H (-0.08, 3.16, -1.10)  0.263
H (-1.37, 1.96, -0.54)  0.210
H (-1.79, 1.28, -2.63)  0.247
H (-0.12, 1.56, -3.14)  0.224
H (-0.72, -0.92, -2.03)  0.437
H (-2.70, -1.20, 2.03)  0.294
H (-1.90, -0.43, 0.57)  0.216
H (-1.95, -2.28, 0.77)  0.245

As for the multiplicity: 1. Its energy relative to the best compared isomer or geometry (same formula, charge and spin) is 17.0 kJ/mol. The SMILES is C[C@H](C1=[NH+]CCN1)S(C)(=O)=O. As for the net charge: +1.



5.
This record from the OMol25 dataset describes a structure of composition C6H13N3. The level of theory is ωB97M-V/def2-TZVPD.

Each line ends with the natural charge from an NBO analysis.
Geometry (Å):
C (2.18, -1.38, -2.70)  -0.445
C (1.44, 0.51, 0.43)  -0.655
C (1.31, -0.44, -0.72)  0.442
N (0.19, -1.23, -0.69)  -0.868
N (2.24, -0.47, -1.59)  -0.531
H (-0.02, -1.79, -1.49)  0.378
H (-0.62, -0.88, -0.15)  0.413
H (3.03, -1.15, -3.35)  0.203
H (2.26, -2.42, -2.38)  0.182
H (1.26, -1.27, -3.29)  0.163
H (2.33, 1.11, 0.30)  0.237
H (0.56, 1.16, 0.49)  0.204
H (1.50, -0.05, 1.36)  0.222
C (-2.80, 0.42, 2.82)  -0.147
N (-2.31, 1.28, -0.57)  -0.686
C (-2.06, 0.38, 0.35)  0.053
C (-2.54, 0.54, 1.64)  -0.174
H (-1.93, 1.14, -1.50)  0.399
H (-2.86, 2.13, -0.43)  0.376
H (0.24, 1.12, 4.06)  0.002
H (-0.35, 0.92, 3.59)  -0.004
H (-3.06, 0.38, 3.83)  0.236

As for the multiplicity: 1. Its energy relative to the best compared isomer or geometry (same formula, charge and spin) is 471.9 kJ/mol.



6.
This record from the OMol25 dataset describes an isolated molecule of C6H13N3. The level of theory is ωB97M-V/def2-TZVPD.

Each line ends with the natural charge from an NBO analysis.
Geometry (Å):
C (-0.94, 2.55, 0.03)  -0.434
N (-0.25, 1.32, -0.30)  -0.554
C (-0.74, 0.15, 0.03)  0.296
C (-2.20, -0.08, 0.35)  -0.690
C (0.25, -0.93, 0.04)  -0.380
C (-0.08, -2.35, -0.28)  -0.619
C (1.53, -0.39, -0.03)  0.572
N (2.39, -0.76, -1.02)  -0.801
N (2.07, 0.40, 0.95)  -0.788
H (-1.94, 2.61, -0.41)  0.175
H (-1.01, 2.68, 1.11)  0.171
H (-0.36, 3.39, -0.36)  0.193
H (-2.47, 0.46, 1.26)  0.224
H (-2.42, -1.14, 0.50)  0.217
H (-2.81, 0.29, -0.47)  0.221
H (0.78, -3.01, -0.11)  0.215
H (-0.87, -2.72, 0.39)  0.215
H (-0.41, -2.49, -1.31)  0.185
H (1.89, -1.01, -1.87)  0.395
H (3.05, 0.00, -1.20)  0.378
H (1.50, 0.44, 1.79)  0.419
H (3.06, 0.58, 0.88)  0.390

As for the multiplicity: 1. Its energy relative to the best compared isomer or geometry (same formula, charge and spin) is 195.6 kJ/mol. The SMILES is C/N=C(\C)C(C)=C(N)N.



7.
This record from the OMol25 dataset describes an isolated molecule of C6H13N3O. The level of theory is ωB97M-V/def2-TZVPD.

Each line ends with the natural charge from an NBO analysis.
Geometry (Å):
H (-3.25, 0.06, 0.14)  0.373
N (-3.07, -0.73, -0.47)  -0.750
C (-1.79, -0.82, -0.70)  0.556
O (-1.56, -2.08, -1.03)  -0.700
C (-0.75, -0.22, 0.24)  -0.112
N (-1.29, 1.01, 0.81)  -0.836
C (0.58, -0.07, -0.52)  -0.416
C (1.74, 0.36, 0.36)  0.073
C (2.10, -0.61, 1.47)  -0.622
C (2.02, 1.80, 0.55)  -0.267
N (2.83, 1.00, -0.37)  -0.587
H (-2.74, -2.29, -0.91)  0.508
H (-0.61, -0.94, 1.06)  0.223
H (-0.85, 1.21, 1.70)  0.369
H (-1.10, 1.80, 0.21)  0.360
H (0.45, 0.68, -1.32)  0.215
H (0.83, -1.03, -0.99)  0.232
H (3.04, -0.30, 1.96)  0.213
H (1.32, -0.65, 2.24)  0.210
H (2.24, -1.62, 1.06)  0.220
H (1.37, 2.55, 0.09)  0.193
H (2.47, 2.11, 1.50)  0.194
H (3.73, 0.78, 0.04)  0.350

As for the multiplicity: 1. Its energy relative to the best compared isomer or geometry (same formula, charge and spin) is 356.9 kJ/mol. The SMILES is [H]/N=C(/O)[C@H](N)C[C@]1(C)CN1.



8.
This record from the OMol25 dataset describes an isolated molecule of C6H13N3OS. The level of theory is ωB97M-V/def2-TZVPD.

Each line ends with the natural charge from an NBO analysis.
Geometry (Å):
C (2.17, -0.88, -0.31)  0.311
C (0.58, -1.40, -0.52)  0.278
C (-0.46, 2.10, 2.06)  -0.580
C (-0.69, 1.37, -1.40)  -0.732
C (-1.48, 1.55, 0.97)  -0.471
C (-0.79, 0.73, -0.14)  0.476
N (0.53, -2.59, 0.47)  -0.925
N (-0.32, -0.48, 0.14)  -0.462
N (0.20, -1.62, -1.87)  -0.862
O (2.37, 0.28, -0.18)  -0.620
S (3.16, -2.18, -0.42)  -0.329
H (-0.50, 1.38, 2.88)  0.210
H (-0.99, 2.88, 2.41)  0.213
H (0.46, 2.40, 1.75)  0.229
H (-0.92, 2.44, -1.52)  0.253
H (0.31, 1.08, -1.88)  0.288
H (-1.49, 0.93, -2.04)  0.280
H (-2.09, 2.42, 0.52)  0.225
H (-2.26, 1.07, 1.59)  0.241
H (1.57, -2.96, 0.63)  0.409
H (-0.01, -3.42, 0.18)  0.357
H (-0.27, -0.60, 1.19)  0.445
H (1.08, -1.95, -2.51)  0.398
H (-0.16, -2.55, -1.99)  0.370

As for the multiplicity: 1. Its energy relative to the best compared isomer or geometry (same formula, charge and spin) is 245.6 kJ/mol.



9.
This record from the OMol25 dataset describes the ion C6H13N5 with charge +2. The level of theory is ωB97M-V/def2-TZVPD.

Each line ends with the natural charge from an NBO analysis.
Geometry (Å):
N (-0.05, -0.12, 2.43)  -0.807
C (0.55, -0.55, 1.28)  0.499
N (1.91, -0.66, 1.36)  -0.807
N (-0.09, -2.12, 0.90)  -0.568
C (-0.76, -2.46, -0.15)  0.369
N (-1.04, -1.57, -1.11)  -0.547
C (-0.61, -0.26, -0.98)  0.182
C (0.09, 0.20, 0.06)  -0.100
C (0.40, 1.66, -0.11)  -0.240
N (-0.23, 2.02, -1.43)  -0.488
C (-0.88, 0.80, -2.01)  -0.254
H (-1.05, -0.01, 2.45)  0.412
H (0.34, -0.44, 3.31)  0.413
H (2.30, -0.97, 2.23)  0.413
H (2.42, -0.97, 0.55)  0.412
H (0.10, -2.84, 1.60)  0.436
H (-1.12, -3.47, -0.30)  0.251
H (-1.57, -1.85, -1.93)  0.454
H (-0.02, 2.26, 0.71)  0.261
H (1.48, 1.84, -0.12)  0.261
H (-0.92, 2.77, -1.30)  0.464
H (0.48, 2.40, -2.07)  0.465
H (-0.44, 0.55, -2.97)  0.260
H (-1.95, 0.96, -2.15)  0.260

As for the multiplicity: 1. Its energy relative to the best compared isomer or geometry (same formula, charge and spin) is 0.0 kJ/mol. The SMILES is NC1(N)[NH+]=CNC2=C1C[NH2+]C2. As for the net charge: +2.



10.
This record from the OMol25 dataset describes the ion C6H13N5O2 with charge +2. The level of theory is ωB97M-V/def2-TZVPD.

Each line ends with the natural charge from an NBO analysis.
Geometry (Å):
C (-3.61, 1.15, 0.52)  -0.682
C (-2.51, 0.60, -0.33)  0.237
N (-1.19, 1.22, -0.19)  -0.537
C (-0.19, 0.10, -0.07)  -0.235
C (1.16, 0.48, -0.33)  0.621
O (1.34, 1.63, -0.58)  -0.619
N (2.20, -0.42, -0.16)  -0.278
N (1.87, -1.85, -0.17)  -0.654
C (3.46, -0.06, 0.13)  0.407
N (3.69, 1.16, 0.47)  -0.659
C (-1.07, -1.16, -0.08)  0.676
N (-0.79, -2.45, -0.07)  -0.695
O (-2.30, -0.73, 0.04)  -0.436
H (-3.42, 0.97, 1.57)  0.243
H (-4.60, 0.93, 0.29)  0.286
H (-3.73, 2.22, 0.44)  0.264
H (-2.92, 0.53, -1.37)  0.240
H (-1.24, 1.70, 0.69)  0.449
H (-0.77, 1.81, -1.08)  0.512
H (2.36, -2.26, 0.59)  0.387
H (2.22, -2.33, -1.05)  0.407
H (4.24, -0.84, 0.01)  0.259
H (2.94, 1.81, 0.15)  0.462
H (4.61, 1.57, 0.53)  0.455
H (-1.78, -2.92, -0.02)  0.452
H (0.03, -2.85, 0.10)  0.441

As for the multiplicity: 1. The SMILES is C[C@H]1[NH2+]C(C(=O)N(N)C=[NH2+])=C(N)O1. As for the net charge: +2. For the electronic energy, the calculation gives -17959.8128 eV.



11.
This record from the OMol25 dataset describes a cluster of 2 separate species, C6H13NO in total. The level of theory is ωB97M-V/def2-TZVPD.

Each line ends with the natural charge from an NBO analysis.
Geometry (Å):
C (1.84, -1.25, 1.26)  -0.637
C (1.90, -0.04, 0.31)  0.218
C (3.31, 0.42, -0.07)  -0.694
N (0.81, 0.42, -0.07)  -0.164
O (0.72, 1.49, -0.90)  -0.560
H (0.80, -1.47, 1.64)  0.231
H (2.13, -2.19, 0.61)  0.220
H (2.44, -0.96, 2.10)  0.216
H (3.49, 1.32, 0.53)  0.233
H (3.37, 0.79, -1.09)  0.236
H (4.00, -0.39, 0.10)  0.222
H (-0.31, 1.57, -1.11)  0.480
C (-2.27, 0.06, 1.26)  -0.377
C (-2.49, 0.93, 0.33)  -0.201
C (-2.87, 0.72, -1.06)  -0.639
H (-1.68, 0.36, 2.20)  0.207
H (-2.28, -1.01, 0.98)  0.188
H (-2.17, 1.95, 0.62)  0.189
H (-3.91, 0.93, -1.36)  0.232
H (-2.15, 1.13, -1.66)  0.195
H (-2.87, -0.44, -1.27)  0.205

As for the multiplicity: 1. Its energy relative to the best compared isomer or geometry (same formula, charge and spin) is 419.7 kJ/mol. The SMILES is CC(C)=NO.C=CC.



| no. | largest force on an atom (eV/A) |
| --- | --- |
| 1 | 3.23 |
| 2 | 4.61 |
| 3 | 3.45 |
| 4 | 4.61 |
| 5 | 1.26 |
| 6 | 1.79 |
| 7 | 5.55 |
| 8 | 4.47 |
| 9 | 1.22 |
| 10 | 9.37 |
| 11 | 5.07 |